19
Properties=species:S:1:pos:R:3:forces:R:3 method="wB97M-V/def2-TZVPD" spin_multiplicity=1 total_energy_ha=-364.8376 gap_ev=7.5 e_lumo_ev=4.1 homo_ev=-3.38 charge=-1 e_above_lowest_ev=0.4871
C 0.4897 0.3644 -1.1526 0.21 0.18 1.02
O -0.1850 1.4937 -0.8242 -0.23 -0.09 -0.01
C 1.4193 -0.1554 0.0231 -0.32 0.63 -1.44
C 0.8157 0.0353 1.3997 0.09 -0.05 -0.10
C -0.4294 -0.7857 1.7697 0.07 -0.24 0.47
N -0.9463 -1.7510 0.8178 -0.46 -0.31 0.14
H 1.1847 0.5280 -1.9862 0.22 -0.17 -0.50
H -0.1769 -0.4609 -1.4608 -0.10 -0.26 -0.25
H 2.2660 0.5249 -0.0728 0.30 0.01 0.37
H 1.7980 -1.1377 -0.2831 -0.15 -0.26 0.51
H 0.5423 1.0886 1.4170 -0.02 0.11 0.04
H 1.5832 -0.1180 2.1563 0.19 -0.05 0.17
H -0.2574 -1.2635 2.7432 0.02 -0.33 -0.21
H -1.2617 -0.1301 1.9765 -0.20 0.54 -0.07
H -0.4277 -2.6111 0.7274 0.35 0.20 -0.01
H -1.0301 -1.3069 -0.0830 0.02 -0.11 -0.16
H -2.5729 1.8680 -2.3827 0.03 0.10 -0.27
H -1.0958 1.7797 -1.9920 0.30 0.38 -0.10
O -1.7157 2.0377 -2.7934 -0.31 -0.29 0.41

***

17
Properties=species:S:1:pos:R:3:forces:R:3 method="wB97M-V/def2-TZVPD" spin_multiplicity=1 total_energy_ha=-471.6570 gap_ev=9.5 e_lumo_ev=-3.5 homo_ev=-12.98 charge=+1 e_above_lowest_ev=2.8292
C -2.1451 0.1288 -1.0670 -0.16 0.15 -1.06
C -2.9676 -0.1094 -0.0289 -1.14 -0.32 -0.37
C -0.7482 -0.0189 -1.1660 -0.05 0.04 -0.05
C 1.0849 0.0368 0.5106 1.83 -1.31 -0.48
N -0.1544 0.2923 0.3681 -0.73 0.28 -1.13
N 2.1163 -0.5021 0.4926 -0.66 0.56 0.37
N -2.5978 -0.2704 1.2327 -2.10 -1.21 1.75
O 0.0179 -0.2219 -2.0335 0.10 -0.03 0.42
O 4.4561 0.2756 0.0405 -0.14 -3.84 0.49
H -2.7227 0.2068 -1.9567 0.44 0.09 -1.05
H -4.0571 -0.1984 -0.4100 1.70 0.04 1.68
H -0.5013 1.2321 0.4455 0.27 0.62 0.80
H 3.1722 -0.4492 0.2990 -0.77 0.79 0.05
H 4.8138 1.1160 -0.1313 1.17 1.36 -0.45
H 5.0727 -0.5086 -0.0188 -0.23 2.03 -0.12
H -3.1786 -0.8412 1.8627 0.15 0.85 -0.55
H -1.6611 -0.1685 1.5606 0.31 -0.11 -0.30